[1]
Computed, not measured: a structure of composition C18H20N5OPdS, with ωB97M-V/def2-TZVPD.

```
46
Properties=species:S:1:pos:R:3
Pd -0.27957 1.00474 -0.75359
C -0.33750 -2.53830 -3.04664
C -0.14171 -1.17568 -2.47546
N -0.51653 -0.84707 -1.29847
N -1.13437 -1.68328 -0.43047
C -1.47529 -1.01125 0.66235
O -1.23352 0.24089 0.86086
C -2.18662 -1.73985 1.73066
C -2.58624 -1.05106 2.87354
C -3.25872 -1.71628 3.88511
C -3.53504 -3.07070 3.75841
C -3.13708 -3.76141 2.62117
C -2.46502 -3.10028 1.60705
C 0.47017 -0.06490 -3.23225
C 0.96604 -0.21145 -4.51032
C 1.48952 0.89046 -5.17287
C 1.49822 2.11643 -4.53908
C 0.99341 2.19541 -3.25234
N 0.50479 1.13501 -2.61692
H -0.89961 -3.14552 -2.34628
H 0.62340 -3.01997 -3.24196
H -0.88219 -2.48206 -3.99127
H -2.37403 0.00625 2.95204
H -3.57075 -1.17925 4.77096
H -4.06667 -3.58952 4.54571
H -3.35186 -4.81747 2.52473
H -2.15088 -3.62670 0.71651
H 0.93260 -1.18604 -4.97744
H 1.87901 0.79206 -6.17737
H 1.88140 3.00139 -5.02565
H 0.95863 3.12978 -2.70810
C 0.20347 2.05860 2.96450
N 1.31074 2.08359 2.02196
C 2.61139 1.50597 2.36157
C 3.46601 1.83852 1.12888
N 2.44920 2.26823 0.16009
C 1.25751 2.49128 0.76605
S -0.08001 3.25597 0.00514
H 0.21335 1.10721 3.49506
H -0.73196 2.15189 2.42457
H 0.29891 2.87340 3.68240
H 2.50970 0.43246 2.52822
H 2.99445 1.96186 3.27328
H 4.01049 0.97265 0.76201
H 4.17474 2.64128 1.32754
H 2.69801 2.86269 -0.61387
```

Its net charge is +1. For the total energy, the calculation gives -1572.8417 a.u. As for the max |F|: 0.86 eV/Å. As for the HOMO energy: -11.1981 eV. The orbital gap comes out at 7.46 eV. Its energy above the lowest of the compared OMol25 structures with the same formula, charge and spin is 0.0 kJ/mol.


[2]
Computed, not measured: a cluster of 4 separate species, C16H22B2F3O15 in total in a non-equilibrium geometry, with ωB97M-V/def2-TZVPD.

```
58
Properties=species:S:1:pos:R:3
C -3.45830 3.28101 2.88702
C -2.42193 3.22258 2.00107
B -1.26764 2.08414 2.04171
O 0.17401 2.44051 2.32048
C 0.82422 1.24788 2.08249
C -0.06674 0.43358 0.99373
C -0.62245 -0.88968 1.60069
C -0.33839 -2.13412 0.78013
O -1.25123 -3.24001 1.09617
C -1.57468 -3.38512 2.38801
O -0.82580 -3.75487 3.24674
B 0.96886 0.39342 -0.16507
O 1.91960 -0.63135 -0.28478
O 0.98396 1.40025 -1.13019
O -1.16549 1.30091 0.79952
H -3.26105 3.47599 3.94432
H -4.50364 3.11423 2.62635
H -2.39355 3.94306 1.16970
H -1.58334 1.29115 2.97289
H 0.99557 0.66722 2.99999
H 1.81566 1.50502 1.64768
H -0.25759 -0.99854 2.62309
H -1.70182 -0.74177 1.65556
H 0.66578 -2.50709 0.97910
H -0.45523 -1.97355 -0.28865
H -2.63087 -3.17983 2.60946
H 2.73155 -0.47845 0.20635
H 1.72311 1.99847 -0.97353
C -3.74147 8.42195 2.63108
C -3.07092 7.24067 3.29781
O -3.95126 6.18419 3.00292
C -4.57874 6.48063 1.82867
O -5.18556 5.72537 1.15668
O -4.40146 7.80373 1.53029
F -2.99335 7.40348 4.64541
H -4.47871 8.87801 3.29468
H -3.04366 9.18056 2.28638
H -2.07924 6.99677 2.91259
C 2.43974 -1.70478 -3.24123
C 3.71387 -1.34815 -3.96926
O 3.79181 -2.36314 -4.96038
C 2.51843 -2.76416 -5.23518
O 2.21668 -3.42292 -6.17807
O 1.66818 -2.31703 -4.29706
F 4.80997 -1.42677 -3.17434
H 2.60962 -2.44378 -2.46070
H 1.92798 -0.84378 -2.82305
H 3.70617 -0.37175 -4.45648
C 3.34625 -6.81516 -3.05981
C 1.87686 -6.76529 -3.42328
O 1.34150 -5.96001 -2.39290
C 2.32838 -5.12415 -1.96644
O 2.15957 -4.15030 -1.31690
O 3.53385 -5.55223 -2.41942
F 1.29987 -7.99203 -3.38297
H 3.54891 -7.61946 -2.35101
H 4.00290 -6.91200 -3.91958
H 1.66122 -6.30354 -4.38853
```

Its net charge is -1. For the total energy, the calculation gives -2100.8871 a.u. As for the max |F|: 2.04 eV/Å. As for the HOMO energy: -3.6841 eV. The orbital gap comes out at 5.84 eV. Its energy above the lowest of the compared OMol25 structures with the same formula, charge and spin is 0.0 kJ/mol.


[3]
Computed, not measured: a structure of composition C31H40MnNPSb in a non-equilibrium geometry, with ωB97M-V/def2-TZVPD.

```
75
Properties=species:S:1:pos:R:3
Mn -0.28582 -0.07183 0.26083
C -5.95957 -4.06438 -1.51936
C -6.14239 -2.69628 -1.37674
C -5.05890 -1.86745 -1.12598
C -3.78006 -2.40937 -1.01162
C -3.60465 -3.78570 -1.14661
C -4.68839 -4.60864 -1.40718
P -2.25779 -1.42079 -0.79657
C -2.85152 0.16939 -0.07701
C -2.30085 1.38416 -0.52265
C -2.67338 2.58426 0.08307
C -3.55390 2.58326 1.14971
C -4.07963 1.38205 1.61453
C -3.72835 0.18534 1.01448
C -1.80784 -1.01608 -2.51918
C -2.69243 -1.13900 -3.56302
C -2.25970 -0.95228 -4.88719
C -0.94583 -0.68039 -5.14431
C -0.00807 -0.54712 -4.09577
C 1.35546 -0.28105 -4.36011
C 2.24213 -0.17320 -3.32993
C 1.79894 -0.28301 -1.99523
C 0.48014 -0.51592 -1.65820
C -0.43636 -0.68995 -2.74646
H -6.80876 -4.70477 -1.71742
H -7.13292 -2.27055 -1.47216
H -5.21266 -0.79974 -1.03724
H -2.60959 -4.20744 -1.05717
H -4.54298 -5.67475 -1.52136
H -1.70336 1.40740 -1.42995
H -2.28763 3.52116 -0.29813
H -3.84637 3.51788 1.60934
H -4.77462 1.38395 2.44423
H -4.15849 -0.74582 1.36391
H -3.72423 -1.40294 -3.37316
H -2.97149 -1.04825 -5.69637
H -0.60054 -0.56894 -6.16563
H 1.67660 -0.17233 -5.38908
H 3.29185 0.01329 -3.52334
H 2.55120 -0.16540 -1.21967
C 4.32419 1.68740 3.76322
C 2.84588 1.33444 3.81354
C 2.02321 2.47153 4.41016
Sb 2.01640 0.79813 1.84658
C 2.43777 2.67274 0.74231
C 3.81167 2.79551 0.09624
C 1.32493 2.92473 -0.27333
C 3.35539 -0.87194 1.27430
C 4.72511 -0.49406 0.72858
C 3.46222 -1.80479 2.47704
H 4.67349 1.91148 4.77489
H 4.49681 2.57528 3.15263
H 4.93646 0.87261 3.38040
H 2.70137 0.43108 4.41055
H 2.19085 3.40075 3.86164
H 2.32625 2.64431 5.44545
H 0.95267 2.25855 4.40621
H 2.34950 3.42081 1.53526
H 3.91540 2.09940 -0.73701
H 4.61851 2.61533 0.80587
H 3.93671 3.80493 -0.30524
H 1.47822 2.34196 -1.18021
H 1.29896 3.97937 -0.56007
H 0.33591 2.68039 0.13051
H 2.77655 -1.37464 0.49539
H 5.35057 -0.04453 1.49893
H 4.65991 0.20235 -0.10596
H 5.23360 -1.39452 0.37317
H 4.03990 -1.34977 3.28373
H 3.97407 -2.72445 2.18421
H 2.48319 -2.08170 2.87797
N -0.68126 -1.55082 2.05519
H -1.23159 -1.13396 2.80053
H 0.16028 -1.92526 2.48172
H -1.21034 -2.34140 1.69927
```

Its net charge is +1. For the total energy, the calculation gives -2992.3876 a.u. As for the max |F|: 1.05 eV/Å. As for the HOMO energy (alpha / beta): -10.2131 / -10.4474 eV. The orbital gap (alpha / beta) comes out at 7.96 / 7.74 eV. As for the multiplicity: 6.


[4]
Computed, not measured: a structure of composition BeFH14O7 in a non-equilibrium geometry, with ωB97M-V/def2-TZVPD.

```
23
Properties=species:S:1:pos:R:3
Be -10.98100 -3.26000 21.65300
F -11.07600 -2.20800 20.60400
O -9.81100 -4.56000 21.34200
H -9.74200 -5.50400 21.57100
H -8.93100 -4.25200 21.02000
O -10.64000 -2.71100 23.16300
H -9.85700 -2.83000 23.69800
H -10.80900 -1.75900 23.15800
O -12.36900 -4.23100 21.84400
H -12.11100 -5.12500 21.62800
H -13.21200 -4.16200 21.42400
O -9.84800 -0.56700 18.89700
H -10.41500 0.21700 18.84000
H -10.31200 -1.11100 19.52000
O -8.41400 -1.00400 21.98400
H -7.95000 -0.51100 22.65000
H -8.95600 -0.35200 21.54400
O -8.90800 -2.93400 17.87000
H -8.08900 -2.96300 18.26100
H -9.50900 -2.32200 18.35600
O -13.20500 -0.81100 19.98000
H -12.34300 -1.21800 20.25500
H -13.29100 -0.95600 19.03900
```

Its net charge is +1. For the total energy, the calculation gives -649.6038 a.u. As for the max |F|: 3.96 eV/Å. As for the HOMO energy: -13.5981 eV. The orbital gap comes out at 9.44 eV. Its energy above the lowest of the compared OMol25 structures with the same formula, charge and spin is 42.8 kJ/mol.